Formula: C29H47BN9OPdS4
Source: the OMol25 dataset
Level of theory: the ωB97M-V functional and the def2-TZVPD basis

LUMO energy (spin up / spin down)	-9.652 / -9.651	eV
total charge	+3
ΔE to the lowest compared entry with this formula, charge and spin	27.8	kcal/mol

Structure (XYZ):
```
92
Properties=species:S:1:pos:R:3:mulliken_charge:R:1
Pd -0.3640 0.5816 -0.1825 0.526
C 2.4888 3.3054 4.2786 -1.608
C 1.6532 3.8007 3.1023 0.924
C 1.0466 5.1500 3.4712 -1.948
C 2.4850 3.9516 1.8322 -1.267
N 0.5138 2.8161 2.8392 0.555
C -0.8331 3.1800 2.8937 -0.421
C -1.5633 2.1170 2.5644 -1.628
N -0.6945 1.0368 2.3074 1.103
B -1.2804 -0.4050 2.5878 -0.073
N -0.1756 -1.4076 2.8677 0.517
C 0.0489 -1.9750 4.1075 -1.427
C 1.1503 -2.7506 4.0063 -0.346
N 1.6105 -2.6596 2.6963 0.700
C 0.7790 -1.8406 2.0652 -0.461
S 0.7527 -1.4298 0.3355 0.134
C 2.8147 -3.4116 2.1432 1.195
C 3.8006 -2.3999 1.5631 -1.416
C 2.3256 -4.4066 1.0942 -1.386
C 3.4829 -4.1630 3.2853 -2.136
N -2.2624 -0.8337 1.3765 0.554
C -3.5734 -0.3893 1.4075 -1.544
C -4.2886 -1.1080 0.5192 -0.609
N -3.4210 -1.9875 -0.1022 0.680
C -2.2084 -1.8049 0.4454 0.466
S -0.7952 -2.7888 0.0341 0.067
C -3.8772 -3.0743 -1.0832 0.901
C -3.1349 -2.9569 -2.4115 -1.528
C -3.6425 -4.4256 -0.4143 -1.478
C -5.3669 -2.8853 -1.3516 -2.077
C 0.6135 1.5145 2.4941 0.491
S 2.0444 0.6319 2.2717 -0.046
H 3.2623 4.0457 4.4856 0.505
H 2.9760 2.3578 4.0721 0.313
H 1.8719 3.2006 5.1724 0.403
H 1.8685 5.8394 3.6551 0.459
H 0.4535 5.1002 4.3856 0.459
H 0.4411 5.5757 2.6675 0.360
H 3.1965 4.7652 1.9747 0.532
H 1.8545 4.2054 0.9754 0.242
H 3.0430 3.0458 1.6046 0.284
H -1.1572 4.1613 3.1841 0.573
H -2.6335 2.0247 2.5546 0.554
H -1.9517 -0.3706 3.5764 -0.049
H -0.5865 -1.7695 4.9508 0.649
H 1.6476 -3.3403 4.7531 0.664
H 3.4016 -1.8517 0.7088 0.256
H 4.6818 -2.9404 1.2177 0.533
H 4.1147 -1.6822 2.3220 0.363
H 1.9009 -3.9132 0.2167 0.241
H 1.5869 -5.0910 1.5148 0.394
H 3.1735 -4.9966 0.7465 0.516
H 3.8145 -3.4917 4.0783 0.512
H 4.3649 -4.6585 2.8833 0.448
H 2.8384 -4.9355 3.7068 0.512
H -3.9202 0.3282 2.1288 0.765
H -5.3384 -1.0720 0.2952 0.619
H -2.0499 -2.9706 -2.3045 0.314
H -3.4563 -2.0617 -2.9522 0.412
H -3.4006 -3.8145 -3.0283 0.592
H -2.5826 -4.6794 -0.3394 0.338
H -4.1190 -5.2049 -1.0088 0.510
H -4.0834 -4.4474 0.5826 0.397
H -5.5999 -1.8879 -1.7296 0.475
H -5.9768 -3.0911 -0.4709 0.489
H -5.6561 -3.6007 -2.1200 0.451
O -1.4797 -0.0055 -2.3250 -0.460
C -2.6124 0.8613 -2.4264 -0.334
C -2.1907 2.1958 -1.8702 0.168
C -2.7576 3.3570 -2.3546 -0.974
C -2.3582 4.5836 -1.8425 -0.650
C -1.3811 4.6141 -0.8626 -1.008
C -0.8557 3.4205 -0.4153 -0.840
N -1.2611 2.2326 -0.8897 0.539
H -1.7020 -0.8944 -2.6328 0.007
H -3.4621 0.4694 -1.8589 0.366
H -2.9205 0.9745 -3.4661 0.701
H -3.4956 3.2996 -3.1443 0.592
H -2.7918 5.5004 -2.2202 0.475
H -1.0212 5.5464 -0.4503 0.585
H -0.0847 3.3931 0.3394 0.834
C 3.5753 1.3115 -4.5658 -0.997
N 3.2106 1.2642 -3.1481 -0.114
C 1.9774 1.1532 -2.6937 0.611
N 0.9779 0.9748 -3.5441 -0.200
S 1.7831 1.3050 -0.9607 -0.287
H 4.6524 1.2068 -4.6421 0.357
H 3.2773 2.2578 -5.0171 0.347
H 3.1201 0.4786 -5.1018 0.333
H 3.9316 1.4367 -2.4636 0.262
H 1.1285 0.9370 -4.5396 0.256
H 0.0521 0.8130 -3.1866 -0.068
```

Formula: C29H47Br2N2O9
Source: the OMol25 dataset
Level of theory: the ωB97M-V functional and the def2-TZVPD basis

LUMO energy	-4.558	eV
total charge	+1

Structure (XYZ):
```
89
Properties=species:S:1:pos:R:3:mulliken_charge:R:1
C 4.4310 0.1489 4.2646 -1.022
C 4.6868 1.0112 2.8723 0.019
C 6.2353 0.9744 2.3332 -0.896
C 3.6322 0.5621 1.6536 0.565
C 3.1155 1.8249 0.7564 -0.909
C 1.9517 1.5411 -0.3291 -0.097
C 2.2929 1.1479 -1.9235 0.579
C 3.7163 1.1043 -2.6688 -0.632
Br 5.2617 0.3989 -1.5215 0.015
C 3.9209 0.2650 -4.0374 -0.440
C 3.4375 0.9654 -5.4349 -0.863
Br 3.4511 -1.7158 -3.8968 -0.083
N 0.9631 0.9705 -2.3491 0.736
C 0.5314 0.7379 -3.7700 -0.378
O 0.6338 2.0842 -4.4349 -0.145
O -0.0490 1.9710 -5.5699 -0.469
C -0.2118 1.0389 -1.3460 -0.393
C -1.3283 -0.1797 -1.3524 -0.607
C -2.3691 -0.1735 -0.0933 -0.510
N -2.9648 -1.5564 0.1926 -0.504
C -1.1138 2.4014 -1.2778 -0.357
C -2.1607 2.6401 -2.5093 0.224
O -1.8814 3.5139 -3.5151 -0.552
O -3.5098 1.9912 -2.6224 -0.428
C 0.6526 0.5854 0.0183 -0.417
O 1.2771 -0.7791 -0.0194 0.055
C 0.7739 -1.5987 1.0923 -0.290
C 1.6214 -2.9831 1.3456 0.310
C 1.4122 -3.9341 -0.0102 -1.076
C 1.1319 -3.8476 2.6502 0.002
C 1.4176 -3.1088 4.0997 -0.858
C -0.4507 -4.2680 2.6374 -1.093
H 3.3519 0.3875 4.7130 0.286
H 4.5126 -1.0221 4.0991 0.160
H 5.2131 0.4781 5.0917 0.374
H 4.4324 2.1371 3.1492 0.213
H 6.4585 -0.1202 1.9376 0.214
H 6.3092 1.7565 1.4428 0.186
H 6.9575 1.2869 3.2214 0.342
H 4.0258 -0.3584 1.0317 0.124
H 2.6751 0.1537 2.2387 -0.291
H 3.9916 2.4097 0.1940 0.170
H 2.6868 2.6256 1.5321 0.394
H 1.5317 2.6501 -0.5028 0.086
H 4.0432 2.2301 -2.8950 0.495
H 5.1095 0.1998 -4.1857 0.533
H 3.1068 2.1031 -5.2838 0.222
H 2.5157 0.4174 -5.9530 0.268
H 4.2885 1.0199 -6.2708 0.338
H 1.1029 -0.0881 -4.3604 0.369
H -0.6244 0.4745 -3.9115 0.273
H -0.4030 2.8987 -5.7709 0.365
H -0.8391 -1.2667 -1.4243 0.244
H -2.0070 -0.1223 -2.3349 0.524
H -3.2925 0.5135 -0.3941 0.104
H -1.9560 0.2504 0.9137 0.259
H -3.3391 -1.8617 -0.7517 0.286
H -3.7742 -1.3629 0.8439 0.322
H -1.7232 2.5304 -0.2592 0.380
H -0.3744 3.3389 -1.2930 0.392
H -3.6792 1.8004 -3.6034 0.356
H 0.2091 0.9228 1.0476 0.658
H 0.7932 -0.9811 2.1009 0.154
H -0.3428 -1.8696 0.8757 -0.040
H 2.7782 -2.7592 1.4972 0.168
H 0.2794 -4.0032 -0.2977 0.214
H 1.8028 -5.0147 0.2697 0.376
H 2.0438 -3.5001 -0.8942 0.173
H 1.7476 -4.8701 2.6790 0.383
H 2.3685 -2.4151 4.1051 0.028
H 0.4551 -2.4817 4.3626 0.256
H 1.4918 -3.9755 4.9169 0.359
H -0.6194 -5.2322 3.3136 0.342
H -0.8312 -4.5671 1.5643 0.239
H -1.1469 -3.4061 3.0512 0.219
C -5.8571 1.2835 0.9523 -0.828
C -6.2774 0.1308 1.4768 0.310
C -7.7288 -0.1714 1.6176 0.937
O -8.0848 -1.2471 2.0859 -0.604
C -8.6913 0.8539 1.1855 -0.906
C -8.2707 2.0080 0.6641 0.371
C -6.8201 2.2984 0.4981 0.834
O -6.4645 3.3606 -0.0014 -0.614
O -9.1698 2.9771 0.2584 -0.550
O -5.3781 -0.8269 1.9084 -0.561
H -4.8052 1.5153 0.8420 0.528
H -9.7428 0.6287 1.3099 0.427
H -8.6205 3.7158 -0.0837 0.351
H -5.9276 -1.5679 2.2450 0.304
```

Number 1: E_tot -3446.07309 Ha, molecular weight 783.26 g mol⁻¹, largest force on an atom 0.018 hartree/bohr. Number 2: E_tot -7067.10287 Ha, molecular weight 727.51 g mol⁻¹, largest force on an atom 0.173 hartree/bohr.